1.
Computed, not measured: a structure of composition C27H23NOS4SbSe4W, with ωB97M-V/def2-TZVPD.

Total charge: +3
Frontier orbital gap, eV: 4.905
Highest occupied orbital energy, eV: -15.84
E_LUMO, eV: -10.94

The geometry in XYZ format:
```
62
Properties=species:S:1:pos:R:3:nbo_charge:R:1
W 0.252 0.114 0.105 0.560
S -1.065 -0.372 1.926 0.349
C -0.271 -1.316 3.164 -0.259
C -0.973 -1.687 4.305 -0.172
C -0.268 -2.194 5.388 -0.156
C 1.117 -2.300 5.346 -0.146
C 1.818 -1.935 4.202 -0.215
C 1.106 -1.461 3.114 -0.139
S 1.939 -1.165 1.581 0.582
C 1.875 -2.870 0.991 -0.585
C 0.534 -3.252 0.454 0.224
C 0.068 -4.549 0.572 -0.217
C -1.033 -4.937 -0.173 -0.077
C -1.545 -4.048 -1.105 -0.216
C -1.017 -2.771 -1.172 0.221
C -1.315 -1.906 -2.360 -0.570
S -1.260 -0.159 -1.910 0.490
C -0.040 0.649 -2.924 -0.117
C -0.469 1.416 -3.998 -0.213
C 0.449 2.193 -4.691 -0.144
C 1.776 2.251 -4.273 -0.141
C 2.208 1.501 -3.193 -0.164
C 1.314 0.662 -2.524 -0.269
S 1.964 -0.503 -1.363 0.200
N -0.080 -2.332 -0.311 -0.480
H -2.047 -1.558 4.357 0.251
H -0.804 -2.486 6.281 0.260
H 1.657 -2.669 6.207 0.261
H 2.897 -2.021 4.165 0.255
H 2.201 -3.504 1.814 0.281
H 2.617 -2.952 0.192 0.278
H 0.580 -5.248 1.219 0.260
H -1.440 -5.935 -0.081 0.266
H -2.321 -4.348 -1.796 0.260
H -2.297 -2.104 -2.786 0.282
H -0.557 -2.078 -3.127 0.283
H -1.510 1.405 -4.294 0.248
H 0.126 2.764 -5.550 0.262
H 2.481 2.877 -4.804 0.264
H 3.246 1.527 -2.885 0.259
C -1.839 3.262 -1.534 -0.730
C -2.014 2.531 -0.244 0.665
O -1.097 1.692 0.032 -0.677
C -3.151 2.786 0.599 -0.181
C -4.255 3.479 0.062 -0.119
C -5.354 3.753 0.850 -0.208
C -5.357 3.378 2.189 -0.079
C -4.264 2.712 2.742 -0.212
C -3.180 2.404 1.952 -0.153
H -0.778 3.321 -1.770 0.254
H -2.261 4.262 -1.501 0.270
H -2.345 2.705 -2.330 0.263
H -4.268 3.780 -0.976 0.230
H -6.206 4.269 0.429 0.256
H -6.211 3.615 2.810 0.252
H -4.264 2.445 3.791 0.247
H -2.334 1.901 2.390 0.227
Se -0.219 5.336 1.602 -0.122
Sb 0.589 3.342 2.818 0.961
Se -0.203 1.933 4.505 -0.384
Se 2.026 5.336 2.603 0.002
Se 1.686 1.870 0.933 -0.076
```



2.
Computed, not measured: a cluster of 2 separate species, C15H21N3Si in total in a non-equilibrium geometry, with ωB97M-V/def2-TZVPD.

Total charge: 0
Frontier orbital gap, eV: 7.642
Highest occupied orbital energy, eV: -8.37
E_LUMO, eV: -0.73

The geometry in XYZ format:
```
40
Properties=species:S:1:pos:R:3:nbo_charge:R:1
C -1.395 0.369 0.836 -1.131
Si 0.492 0.315 0.538 1.634
C 0.781 -0.094 -1.312 -1.133
C 1.325 2.051 0.839 -1.111
C 1.432 -0.889 1.747 -0.460
C 2.221 -2.094 1.180 -0.209
C 2.996 -2.993 2.243 -0.212
C 2.932 -2.638 3.752 -0.215
C 2.091 -1.420 4.329 0.095
N 2.140 -1.222 5.754 -0.366
C 1.342 -0.083 6.079 -0.012
C 0.536 0.804 5.088 -0.018
N 0.538 0.591 3.677 -0.414
C 1.338 -0.543 3.298 0.218
H -1.810 1.204 0.141 0.238
H -1.954 -0.590 0.531 0.260
H -1.666 0.714 1.905 0.250
H 1.431 0.744 -1.772 0.236
H 1.264 -1.118 -1.491 0.231
H -0.214 -0.094 -1.892 0.260
H 0.624 2.659 1.512 0.245
H 2.302 1.914 1.449 0.242
H 1.606 2.564 -0.143 0.232
H 2.252 -2.308 0.050 0.237
H 3.601 -3.903 1.892 0.229
H 3.536 -3.297 4.473 0.237
H 1.292 0.207 7.196 0.213
H -0.092 1.675 5.491 0.222
C -3.104 1.922 -4.792 -0.614
C -2.112 0.925 -5.380 -0.384
C -2.456 -0.528 -5.043 -0.501
C -2.444 -0.722 -3.552 0.301
N -2.435 -0.875 -2.377 -0.353
H -3.111 1.887 -3.699 0.218
H -2.836 2.941 -5.082 0.218
H -4.119 1.722 -5.149 0.204
H -1.109 1.164 -5.012 0.211
H -2.091 1.043 -6.468 0.210
H -1.725 -1.202 -5.496 0.251
H -3.444 -0.789 -5.430 0.244
```



Copy entry 2 word for word.
Computed, not measured: a cluster of 2 separate species, C15H21N3Si in total in a non-equilibrium geometry, with ωB97M-V/def2-TZVPD.

Total charge: 0
Frontier orbital gap, eV: 7.642
Highest occupied orbital energy, eV: -8.37
E_LUMO, eV: -0.73

The geometry in XYZ format:
```
40
Properties=species:S:1:pos:R:3:nbo_charge:R:1
C -1.395 0.369 0.836 -1.131
Si 0.492 0.315 0.538 1.634
C 0.781 -0.094 -1.312 -1.133
C 1.325 2.051 0.839 -1.111
C 1.432 -0.889 1.747 -0.460
C 2.221 -2.094 1.180 -0.209
C 2.996 -2.993 2.243 -0.212
C 2.932 -2.638 3.752 -0.215
C 2.091 -1.420 4.329 0.095
N 2.140 -1.222 5.754 -0.366
C 1.342 -0.083 6.079 -0.012
C 0.536 0.804 5.088 -0.018
N 0.538 0.591 3.677 -0.414
C 1.338 -0.543 3.298 0.218
H -1.810 1.204 0.141 0.238
H -1.954 -0.590 0.531 0.260
H -1.666 0.714 1.905 0.250
H 1.431 0.744 -1.772 0.236
H 1.264 -1.118 -1.491 0.231
H -0.214 -0.094 -1.892 0.260
H 0.624 2.659 1.512 0.245
H 2.302 1.914 1.449 0.242
H 1.606 2.564 -0.143 0.232
H 2.252 -2.308 0.050 0.237
H 3.601 -3.903 1.892 0.229
H 3.536 -3.297 4.473 0.237
H 1.292 0.207 7.196 0.213
H -0.092 1.675 5.491 0.222
C -3.104 1.922 -4.792 -0.614
C -2.112 0.925 -5.380 -0.384
C -2.456 -0.528 -5.043 -0.501
C -2.444 -0.722 -3.552 0.301
N -2.435 -0.875 -2.377 -0.353
H -3.111 1.887 -3.699 0.218
H -2.836 2.941 -5.082 0.218
H -4.119 1.722 -5.149 0.204
H -1.109 1.164 -5.012 0.211
H -2.091 1.043 -6.468 0.210
H -1.725 -1.202 -5.496 0.251
H -3.444 -0.789 -5.430 0.244
```



What did the second record say?
Computed, not measured: a cluster of 2 separate species, C15H21N3Si in total in a non-equilibrium geometry, with ωB97M-V/def2-TZVPD.

Total charge: 0
Frontier orbital gap, eV: 7.642
Highest occupied orbital energy, eV: -8.37
E_LUMO, eV: -0.73

The geometry in XYZ format:
```
40
Properties=species:S:1:pos:R:3:nbo_charge:R:1
C -1.395 0.369 0.836 -1.131
Si 0.492 0.315 0.538 1.634
C 0.781 -0.094 -1.312 -1.133
C 1.325 2.051 0.839 -1.111
C 1.432 -0.889 1.747 -0.460
C 2.221 -2.094 1.180 -0.209
C 2.996 -2.993 2.243 -0.212
C 2.932 -2.638 3.752 -0.215
C 2.091 -1.420 4.329 0.095
N 2.140 -1.222 5.754 -0.366
C 1.342 -0.083 6.079 -0.012
C 0.536 0.804 5.088 -0.018
N 0.538 0.591 3.677 -0.414
C 1.338 -0.543 3.298 0.218
H -1.810 1.204 0.141 0.238
H -1.954 -0.590 0.531 0.260
H -1.666 0.714 1.905 0.250
H 1.431 0.744 -1.772 0.236
H 1.264 -1.118 -1.491 0.231
H -0.214 -0.094 -1.892 0.260
H 0.624 2.659 1.512 0.245
H 2.302 1.914 1.449 0.242
H 1.606 2.564 -0.143 0.232
H 2.252 -2.308 0.050 0.237
H 3.601 -3.903 1.892 0.229
H 3.536 -3.297 4.473 0.237
H 1.292 0.207 7.196 0.213
H -0.092 1.675 5.491 0.222
C -3.104 1.922 -4.792 -0.614
C -2.112 0.925 -5.380 -0.384
C -2.456 -0.528 -5.043 -0.501
C -2.444 -0.722 -3.552 0.301
N -2.435 -0.875 -2.377 -0.353
H -3.111 1.887 -3.699 0.218
H -2.836 2.941 -5.082 0.218
H -4.119 1.722 -5.149 0.204
H -1.109 1.164 -5.012 0.211
H -2.091 1.043 -6.468 0.210
H -1.725 -1.202 -5.496 0.251
H -3.444 -0.789 -5.430 0.244
```